## a
A gas-phase ion, C5H14N3 (charge +1), computed with the ωB97M-V functional and the def2-TZVPD basis.

```
22
Properties=species:S:1:pos:R:3:nbo_charge:R:1
C -2.55915 0.45815 -0.85492 -0.65
C -1.17995 -0.20008 -0.51553 -0.05
N -1.11622 -1.66670 -0.11095 -0.72
C -0.43504 0.63131 0.54828 -0.47
C 1.01634 0.39289 0.53973 -0.01
N 1.25627 -0.65854 1.48628 -0.88
C 1.84380 0.82443 -0.45781 -0.01
N 3.21631 0.68249 -0.39084 -0.82
H -2.46531 1.09212 -1.72745 0.25
H -3.36706 -0.24581 -1.02598 0.23
H -3.10233 1.05448 -0.04205 0.24
H -0.52035 -0.13558 -1.42381 0.23
H -0.70667 -2.36954 -0.66940 0.44
H -0.44049 -1.66831 0.67304 0.47
H -2.14321 -1.91829 0.19752 0.45
H -0.57351 1.76043 0.27566 0.27
H -0.94477 0.69856 1.65847 0.24
H 1.06536 -0.50032 2.50983 0.39
H 2.28267 -0.82755 1.71476 0.39
H 1.47061 1.22865 -1.34145 0.20
H 3.58686 0.85811 -1.37267 0.40
H 3.81584 0.50908 0.32927 0.40
```

Summary:
Total charge   +1
E_HOMO   -10.865 eV
E_LUMO   -3.096 eV

## b
2 unconnected molecules or ions with the total composition C5H14N3, computed with the ωB97M-V functional and the def2-TZVPD basis.

```
22
Properties=species:S:1:pos:R:3:nbo_charge:R:1
C 1.57642 1.84308 -0.29811 0.34
C -1.35063 -1.02003 -1.14373 -0.67
C 0.65727 -1.34749 0.44684 -0.63
C -1.60966 -0.94651 1.26518 -0.66
C -0.67614 -0.68747 0.15994 0.12
N 0.47525 1.36038 -0.68585 -0.34
N 2.61323 2.05057 -1.09342 -0.74
N -0.42452 0.82923 0.08034 -0.27
H 1.61574 2.21809 0.78947 0.19
H -2.43512 -0.66826 -1.06125 0.23
H -1.05749 -0.69704 -2.17572 0.26
H -1.11982 -2.15088 -1.30225 0.25
H 0.87475 -1.11082 1.47179 0.22
H 1.41922 -1.05520 -0.25175 0.23
H 0.57104 -2.33443 0.16694 0.25
H -0.96741 -1.07899 2.20222 0.23
H -2.35196 -0.15618 1.43655 0.23
H -2.23372 -1.92731 1.15907 0.28
H 3.32600 2.75228 -0.90100 0.43
H 2.70862 1.66923 -2.02025 0.43
H -1.30082 1.37415 0.03493 0.43
H -0.31027 1.08363 1.72006 0.20
```

Summary:
Total charge   +1
E_HOMO   -14.183 eV
E_LUMO   -4.735 eV

## c
2 unconnected molecules or ions with the total composition C5H14N3, computed with the ωB97M-V functional and the def2-TZVPD basis.

```
22
Properties=species:S:1:pos:R:3:nbo_charge:R:1
C -1.79896 0.90940 -1.99504 -0.46
N -1.81593 -0.23445 0.58724 -0.90
C -1.38869 -0.92986 -0.60472 0.24
N -1.32153 -0.44078 -1.75409 -0.40
H -2.81768 1.04511 -1.63030 0.19
H -1.78249 1.08887 -3.06312 0.23
H -1.17465 1.66428 -1.50510 0.18
H -2.59619 0.36459 0.32750 0.40
H -2.20237 -0.92468 1.22478 0.40
H -1.10845 -1.97350 -0.46122 0.18
C 1.76142 -1.39262 1.00299 -0.67
C 1.60645 0.00884 0.53652 0.14
C 2.16058 0.60808 -0.48827 -0.35
N 0.71982 0.82216 1.42842 -0.72
H 2.32544 -1.96491 0.26659 0.27
H 2.29784 -1.47339 1.94776 0.24
H 0.79312 -1.87772 1.11138 0.23
H 1.97806 1.64559 -0.72434 0.22
H 2.81418 0.03964 -1.12712 0.25
H 1.04101 0.68871 2.38877 0.43
H -0.28118 0.51631 1.33411 0.47
H 0.79022 1.81033 1.19728 0.44
```

Summary:
Total charge   +1
E_HOMO   -13.219 eV
E_LUMO   -3.184 eV

The calculated energies rank the structures as follows, beginning with the most stable: c, a, b.

## a
A gas-phase ion, C4H10N (charge +1), computed with the ωB97M-V functional and the def2-TZVPD basis.

```
15
Properties=species:S:1:pos:R:3:nbo_charge:R:1
C 1.15881 -1.82988 -0.35046 -0.74
C 0.20081 -0.79366 -0.60891 0.36
N -0.45216 0.49260 0.14619 -0.29
C -1.22870 1.37889 -0.69008 -0.42
C 0.17366 0.81637 1.42340 -0.45
H 0.50307 -2.75988 -0.40775 0.32
H 1.61263 -2.03980 -1.34832 0.31
H 1.88273 -1.77509 0.36063 0.27
H -0.35746 -0.92508 -1.49617 0.20
H -1.53338 0.93442 -1.67881 0.24
H -0.69800 2.29253 -0.75264 0.23
H -2.17405 1.47015 -0.03440 0.24
H -0.00208 1.89611 1.76254 0.25
H 1.20635 0.66934 1.39887 0.23
H -0.29223 0.17297 2.27591 0.24
```

Summary:
Total charge   +1
E_HOMO   -14.727 eV
E_LUMO   -5.706 eV

## b
2 unconnected molecules or ions with the total composition C4H10N, computed with the ωB97M-V functional and the def2-TZVPD basis.

```
15
Properties=species:S:1:pos:R:3:nbo_charge:R:1
C -2.25755 -1.06759 1.87116 0.16
N -1.10742 -1.09351 1.34304 -0.59
H -3.12044 -1.32126 1.27138 0.24
H -2.29729 -0.71447 2.89419 0.24
H -0.29174 -1.01671 1.96025 0.43
H -0.65464 -1.16689 0.41734 0.48
C 2.05444 1.26507 -0.87442 -0.67
C 1.09498 0.21664 -1.31969 -0.11
C -0.22948 0.31540 -1.19210 -0.50
H 2.06362 2.02635 -1.65079 0.25
H 1.72210 1.72094 0.05379 0.22
H 3.07471 0.88205 -0.82888 0.24
H 1.47259 -0.65467 -1.84578 0.21
H -0.86001 -0.51334 -1.50001 0.19
H -0.66386 1.12200 -0.59948 0.20
```

Summary:
Total charge   +1
E_HOMO   -13.566 eV
E_LUMO   -5.657 eV

## c
A gas-phase ion, C4H10N (charge +1), computed with the ωB97M-V functional and the def2-TZVPD basis.

```
15
Properties=species:S:1:pos:R:3:nbo_charge:R:1
C 0.58789 1.28707 -0.74994 -0.21
C 0.49701 0.17859 0.25216 -0.35
C -0.78491 -0.42668 -0.34366 -0.08
C 1.68819 -0.74229 0.37152 -0.62
N -2.02464 -0.18010 0.28772 -0.71
H 0.22914 2.32107 -0.37202 0.22
H 0.65426 1.06754 -1.81101 0.22
H 0.37012 0.73771 1.21019 0.23
H -0.68023 -1.13930 -1.21061 0.25
H 1.86011 -1.20666 -0.55720 0.22
H 1.86088 -1.42091 1.17016 0.24
H 2.53447 -0.06779 0.40704 0.23
H -2.81355 -0.17666 -0.38238 0.46
H -1.69415 0.68973 0.70708 0.47
H -2.28459 -0.92133 1.02095 0.44
```

Summary:
Total charge   +1
E_HOMO (alpha / beta)   -13.004 / -13.315 eV
E_LUMO (alpha / beta)   -4.559 / -4.261 eV

## d
2 unconnected molecules or ions with the total composition C4H10N, computed with the ωB97M-V functional and the def2-TZVPD basis.

```
15
Properties=species:S:1:pos:R:3:nbo_charge:R:1
C -2.03280 -1.11181 -0.25480 -0.18
C -1.50589 0.05302 0.28731 0.05
C 0.19251 1.86488 0.30446 -0.43
C 2.00258 -1.28799 -0.08494 -0.51
N -0.32767 0.52424 -0.13991 -0.34
H -2.98466 -1.45628 0.03222 0.24
H -1.51760 -1.24913 -1.21298 0.21
H -1.68549 0.57961 1.19382 0.23
H -0.25861 2.36159 1.11761 0.25
H 1.25861 1.63586 0.44086 0.24
H 0.28054 2.38821 -0.64640 0.25
H 2.27274 -1.38071 0.95539 0.19
H 1.29136 -2.05552 -0.47657 0.17
H 2.72354 -0.90391 -0.73606 0.18
H 0.29085 0.03794 -0.78001 0.44
```

Summary:
Total charge   +1
E_HOMO (alpha / beta)   -14.927 / -13.440 eV
E_LUMO (alpha / beta)   -4.558 / -7.019 eV

The calculated energies rank the structures as follows, beginning with the most stable: b, a, c, d.